Record 1
Entry from OMol25: C4H8N2O in the gas phase (ωB97M-V/def2-TZVPD).

Geometry as XYZ:
```
15
Properties=species:S:1:pos:R:3:forces:R:3:nbo_charge:R:1
C -1.821906 -1.572997 -0.732498 0.133 -0.085 -0.160 -0.783
C -0.504585 -0.980244 -0.462760 -0.464 0.134 -0.021 0.173
C -0.622147 0.480245 -0.215913 0.029 -0.108 -0.005 -0.408
N 0.300936 1.013540 0.761793 0.193 0.004 0.144 -0.636
C 1.679770 0.875132 0.730977 0.081 0.131 0.006 0.786
O 2.340713 1.020871 1.745484 -0.098 -0.061 -0.313 -0.648
N 2.246017 0.692292 -0.512880 -0.100 -0.134 -0.238 -0.850
H -2.619413 -0.922978 -1.136359 0.195 -0.069 0.090 0.204
H -1.778691 -2.540314 -1.237532 -0.078 0.130 0.040 0.236
H -2.108587 -1.794738 0.319173 0.078 0.023 -0.099 0.282
H -0.429655 0.924417 -1.213721 -0.054 -0.110 0.060 0.246
H -1.632343 0.828406 0.055603 0.104 -0.036 -0.025 0.202
H -0.028937 0.990134 1.715120 0.041 0.036 -0.061 0.401
H 1.736687 0.205524 -1.244302 0.118 0.106 0.479 0.392
H 3.235362 0.491569 -0.488272 -0.178 0.039 0.104 0.403
```
Forces are in eV/Å.

Summary:
DFT total energy   -9302.6920 eV

=====

Record 2
Entry from OMol25: a 3-piece molecular cluster, C3H11NO2 overall in a non-equilibrium geometry (ωB97M-V/def2-TZVPD).

Geometry as XYZ:
```
17
Properties=species:S:1:pos:R:3:forces:R:3:nbo_charge:R:1
C 1.619453 -1.998431 -0.414471 -1.817 3.131 0.612 -0.534
C 2.052482 -0.991355 0.443202 -1.854 -4.139 -0.156 0.008
N 1.426313 0.192348 0.588530 -2.220 2.552 2.246 -0.623
C 0.999503 0.484110 2.059879 1.993 0.485 -1.782 -0.413
H 2.285022 -2.776968 -0.534904 0.790 -1.966 -0.316 0.192
H 0.558982 -1.988042 -0.918856 2.544 0.256 0.605 0.192
H 2.595647 -1.397768 1.379482 0.148 1.314 -1.925 0.191
H 0.680679 0.547515 -0.073659 1.494 -1.252 0.766 0.391
H 1.664421 -0.160117 2.677978 -0.999 0.481 -0.154 0.201
H -0.061348 0.416780 2.231938 -0.341 -0.845 0.002 0.201
H 1.234857 1.530061 2.262558 0.215 -0.013 0.094 0.192
O -2.399642 -0.895326 -0.806144 0.523 0.375 -1.859 -0.948
H -1.659744 -0.718961 -1.472188 -1.695 -0.293 1.317 0.475
H -3.236205 -0.812396 -1.327861 1.188 -0.038 0.572 0.473
O -2.229540 2.524412 -1.466289 0.651 0.859 -2.271 -0.943
H -2.685446 2.681542 -0.664525 -0.762 0.335 1.219 0.471
H -2.356228 3.333283 -2.031871 0.140 -1.242 1.031 0.473
```
Forces are in eV/Å.

Summary:
SMILES string   C=CNC.O.O
DFT total energy   -8872.1088 eV

=====

Record 3
Entry from OMol25: C20H18F6MoN3O4P as an isolated structure in a non-equilibrium geometry (ωB97M-V/def2-TZVPD).

Geometry as XYZ:
```
53
Properties=species:S:1:pos:R:3:forces:R:3:lowdin_spin:R:1
Mo 0.590348 0.045615 -0.554661 -1.960 -0.131 -3.780 1.704
O -1.346128 0.028695 -1.027197 1.352 0.179 0.158 0.034
N -1.989603 -1.110643 -1.091421 -1.007 -1.257 0.624 0.039
N -1.316123 -2.091496 -0.665158 -0.161 1.348 -1.138 -0.002
O -0.066311 -1.851182 -0.358527 1.096 -0.025 0.715 0.033
C -1.793086 -3.456879 -0.610122 -0.883 -0.987 -0.329 -0.001
C -1.356208 -4.278711 0.428001 1.257 -0.085 0.302 -0.001
C -1.812294 -5.597963 0.545951 -0.795 1.110 0.218 0.000
C -2.880029 -6.098374 -0.184353 1.603 2.208 -0.306 -0.001
C -3.245515 -5.241507 -1.217078 -1.678 -0.229 -1.281 0.000
C -2.749493 -3.956717 -1.527626 0.499 -1.004 2.577 -0.002
H -0.599691 -3.948031 1.177432 -0.727 -0.068 -0.851 0.000
H -1.495089 -6.127402 1.387314 0.751 -0.828 1.162 0.000
H -3.375524 -7.001699 0.111771 -0.162 -0.303 -0.396 0.000
H -4.092195 -5.599661 -1.800560 0.160 0.327 -0.255 0.000
H -3.261924 -3.353958 -2.230481 -0.062 0.427 -0.823 0.000
C -4.213830 4.358177 0.811282 -0.188 0.699 3.730 0.000
O -2.762164 4.349694 0.781924 0.685 -1.042 0.616 0.002
C -1.960154 3.413424 1.529080 -4.470 2.695 -3.115 0.004
C -2.548117 2.361169 2.187177 2.759 0.217 -0.029 0.000
C -1.598859 1.603263 2.849650 -1.484 -2.471 2.195 0.005
C -0.249903 1.815124 2.806138 0.551 2.610 -0.727 0.003
C 0.211391 3.015444 2.189826 3.239 -2.376 0.511 0.003
C -0.613949 3.736539 1.410182 -0.574 -0.167 0.722 0.002
N -0.233501 4.927147 0.733973 0.271 -2.770 0.776 0.034
C 0.778437 5.180929 -0.016300 -1.077 2.442 0.913 0.009
C 1.876056 4.461102 -0.571311 1.809 3.254 -0.945 0.086
C 2.787786 5.294020 -1.253794 -0.107 0.313 -0.290 0.081
C 3.813899 4.779230 -2.143699 -0.765 1.729 0.863 0.295
C 3.973416 3.405424 -2.319120 0.254 -0.374 -2.039 0.004
C 3.196161 2.598891 -1.615264 -2.327 0.243 2.701 0.195
C 2.060823 3.090176 -0.763591 2.247 0.105 -2.116 0.079
O 1.110685 2.382873 -0.558420 -2.910 -3.993 0.972 0.211
H -4.645605 4.293825 1.906076 1.090 -0.908 -1.777 0.000
H -4.714203 3.684983 0.140334 0.156 -0.306 -0.330 0.000
H -4.510904 5.390193 0.720335 0.171 0.361 -1.191 0.000
H -3.529937 1.970486 2.167007 -1.067 0.618 -0.113 0.000
H -2.075435 0.846271 3.554866 1.178 0.450 -1.199 0.000
H 0.536299 1.229021 3.195625 0.114 -0.805 1.000 0.000
H 1.338386 3.208533 2.278018 -1.804 -0.031 -0.293 0.000
H -0.813291 5.643934 1.079226 -0.852 1.670 -0.339 0.001
H 0.700458 6.287284 -0.136845 1.081 -0.856 -0.699 -0.001
H 2.622161 6.414196 -1.222788 0.409 -1.505 -0.056 0.000
H 4.356993 5.561775 -2.669165 0.144 -0.493 -0.136 0.012
H 4.389590 2.840489 -3.179669 0.860 1.295 0.627 -0.003
H 3.166260 1.561745 -1.735246 0.204 -1.443 -0.361 0.009
F 1.370329 0.220849 1.001689 1.429 0.111 2.690 0.094
P 5.039210 -10.006420 -0.703885 7.228 -7.781 9.171 0.000
F 4.713370 -11.459326 -0.987171 -0.077 1.383 0.814 0.000
F 4.810625 -9.633466 0.865800 1.058 -1.381 -4.847 0.000
F 1.673944 -0.160406 -2.066812 -0.391 0.185 0.853 0.073
F 4.278985 -9.174596 -1.430725 -7.367 7.546 -6.384 0.000
F 6.453470 -9.852061 -1.217675 -0.758 0.097 1.232 0.000
```
Forces are in eV/Å.

Summary:
Expectation value of S²   3.788
Spin multiplicity   4
Net charge   +3
DFT total energy   -61111.7357 eV